2 unconnected molecules or ions with the total composition C7H3ClN4 in a non-equilibrium geometry. Source: OMol25; level of theory: ωB97M-V with the def2-TZVPD basis set.

Geometry as XYZ:
```
15
Properties=species:S:1:pos:R:3:forces:R:3
C -2.226 -0.413 1.418 -0.1 -1.0 1.6
C -2.392 -0.612 -0.961 -0.8 0.1 -0.4
C 2.722 -0.004 -0.254 -1.7 2.6 -2.1
C 2.105 1.128 -0.867 -1.3 -1.5 2.7
C 0.757 -0.738 0.732 -1.1 -0.4 -0.7
C 0.256 0.419 0.145 -1.8 -0.4 0.9
C -2.542 0.135 0.227 0.4 1.7 -2.5
N -1.973 -1.094 2.310 0.2 -0.2 0.8
N -2.507 -1.076 -2.012 0.4 -0.2 0.2
N 2.044 -0.863 0.420 -0.8 -2.5 2.1
N 0.809 1.322 -0.538 0.3 -0.5 -0.4
Cl -3.288 1.678 -0.002 0.2 -0.4 0.4
H 3.686 -0.273 -0.479 2.4 -0.3 -0.4
H 2.463 1.948 -1.380 1.6 1.0 -1.3
H 0.085 -1.559 1.239 1.9 1.8 -0.9
```
Positions in Å, forces in eV/Å.

For the gap between HOMO and LUMO (alpha / beta), the calculation gives 8.714 / 6.052 eV. The total charge is 0. For the HOMO energy (alpha / beta), the calculation gives -9.4 / -8.5 eV.

---

A single C5H7N molecule in a non-equilibrium geometry. Source: OMol25; level of theory: ωB97M-V with the def2-TZVPD basis set.

Geometry as XYZ:
```
13
Properties=species:S:1:pos:R:3:forces:R:3
N -1.104 0.149 2.628 0.0 0.1 -1.0
C -1.099 0.235 1.475 0.0 -0.1 1.2
C -1.098 0.286 0.010 0.0 -0.3 -0.1
C 0.309 0.710 -0.534 0.1 0.1 -0.1
C 1.378 -0.328 -0.243 -0.3 -0.3 0.0
C -1.257 -0.998 -0.717 -0.2 0.3 -0.1
H -1.810 1.031 -0.333 -0.1 0.1 -0.1
H 0.208 0.859 -1.607 0.0 0.0 0.0
H 0.555 1.669 -0.083 0.0 0.1 0.1
H 2.336 0.007 -0.600 0.4 0.2 0.0
H 1.445 -0.560 0.822 0.0 0.0 -0.1
H -1.010 -1.815 -0.031 0.1 -0.1 0.2
H 1.150 -1.245 -0.788 0.1 -0.1 0.1
```
Positions in Å, forces in eV/Å.

For the gap between HOMO and LUMO, the calculation gives 8.589 eV. The total charge is 0. For the HOMO energy, the calculation gives -9.6 eV.

---

2 unconnected molecules or ions with the total composition C5H10NOS in a non-equilibrium geometry. Source: OMol25; level of theory: ωB97M-V with the def2-TZVPD basis set.

Geometry as XYZ:
```
18
Properties=species:S:1:pos:R:3:forces:R:3
C -1.031 0.928 2.182 2.0 0.7 -0.7
C 0.903 -1.120 0.188 2.2 -0.5 1.4
C -1.347 -0.517 -0.265 0.7 3.7 -1.4
C 0.444 0.217 -1.925 1.2 0.8 0.6
C 0.060 -0.389 -0.682 -2.2 0.6 2.6
N -0.102 1.543 1.758 -2.4 -1.5 1.2
O 2.137 1.378 0.665 2.9 -0.9 0.4
S 0.841 1.925 0.503 -1.7 1.7 -1.4
H -1.639 0.541 2.949 -0.8 0.3 0.9
H 2.016 -0.893 0.052 -1.6 -0.1 0.9
H 0.408 -1.201 1.225 1.4 0.5 -1.1
H 0.839 -2.153 -0.084 -0.1 -1.1 -0.6
H -1.648 0.215 0.618 0.8 -0.4 -0.9
H -1.467 -1.358 0.299 -0.9 -2.8 0.7
H -1.978 -0.236 -1.105 -0.6 -0.6 0.3
H 0.264 -0.630 -2.611 0.5 0.9 -0.7
H -0.177 1.099 -1.978 -0.6 -0.1 -1.3
H 1.477 0.649 -1.790 -0.6 -1.2 -0.9
```
Positions in Å, forces in eV/Å.

For the gap between HOMO and LUMO (alpha / beta), the calculation gives 7.477 / 7.478 eV. The total charge is +1. For the HOMO energy (alpha / beta), the calculation gives -12.6 / -12.6 eV.

---

A molecular structure, C7H14K3N3O5 in a non-equilibrium geometry. Source: OMol25; level of theory: ωB97M-V with the def2-TZVPD basis set.

Geometry as XYZ:
```
32
Properties=species:S:1:pos:R:3:forces:R:3
K -16.026 18.161 -5.987 -0.2 -0.3 -0.1
K -12.966 19.804 -7.730 0.2 -0.1 -0.5
K -17.148 21.111 -9.037 0.0 -0.2 -0.3
C -15.439 17.597 -9.529 -0.3 0.9 0.7
O -15.396 18.790 -8.756 0.0 0.2 1.0
H -15.685 17.858 -10.558 0.4 -0.3 -0.4
H -14.532 17.000 -9.430 0.4 0.1 -0.5
H -16.216 16.899 -9.220 -0.5 -0.1 0.3
C -14.467 19.350 -13.051 0.4 0.1 -0.8
N -15.055 18.638 -14.185 -2.6 -1.3 -1.3
O -16.296 18.488 -14.257 1.6 0.3 0.8
O -14.298 18.247 -15.037 0.1 0.1 0.2
H -13.518 18.821 -12.962 0.0 0.4 0.8
H -15.151 19.374 -12.203 0.3 -0.1 -0.2
H -14.304 20.316 -13.528 0.2 0.3 0.7
C -14.079 14.086 -11.237 -1.2 -1.2 0.0
N -13.026 15.080 -11.510 0.3 -1.5 -1.3
O -11.965 14.946 -10.964 0.1 0.6 0.6
O -13.267 15.814 -12.454 -0.1 0.9 0.4
H -14.852 14.493 -10.584 0.3 0.2 0.1
H -13.723 13.133 -10.847 0.5 0.5 0.3
H -14.560 13.841 -12.185 0.3 0.3 0.1
N -17.836 13.394 -12.877 0.8 -0.4 -1.1
C -17.787 14.327 -11.932 -0.7 -1.1 -0.1
C -16.876 15.318 -12.347 0.5 1.4 0.4
C -16.322 14.914 -13.519 1.2 0.6 -0.5
C -16.868 13.697 -13.861 -1.6 -1.5 0.8
H -18.406 12.562 -12.818 0.1 -0.1 -0.2
H -18.330 14.092 -11.029 -0.1 0.7 0.2
H -16.630 16.221 -11.808 -0.1 -0.1 0.0
H -15.465 15.277 -14.067 -0.2 0.6 0.1
H -16.571 12.999 -14.629 -0.3 0.0 -0.1
```
Positions in Å, forces in eV/Å.

For the gap between HOMO and LUMO (alpha / beta), the calculation gives 8.015 / 6.137 eV. The total charge is +3. As for the spin multiplicity: 2. For the HOMO energy (alpha / beta), the calculation gives -17.3 / -17.3 eV.

---

A molecular structure, C11H13Cl2F2O5PPt in a non-equilibrium geometry. Source: OMol25; level of theory: ωB97M-V with the def2-TZVPD basis set.

Geometry as XYZ:
```
35
Properties=species:S:1:pos:R:3:forces:R:3
Pt 1.316 0.360 -0.309 -1.3 0.1 -0.1
Cl -5.154 3.850 -1.939 0.1 -0.1 0.0
C -3.748 3.206 -1.266 -0.1 0.1 0.2
C -3.380 3.535 0.043 -0.1 0.1 0.0
C -2.238 3.016 0.594 0.2 -0.2 0.0
Cl -1.768 3.400 2.169 0.0 0.0 -0.1
C -1.368 2.103 -0.165 -0.4 0.2 -0.2
O -0.330 1.680 0.381 0.6 -0.4 0.3
C -1.793 1.782 -1.515 0.2 0.1 0.3
C -1.038 0.882 -2.364 -0.3 0.1 -0.2
O -0.036 0.230 -2.083 0.6 -0.1 0.2
C -2.942 2.334 -2.030 0.1 -0.2 -0.3
H -3.995 4.208 0.627 0.0 0.0 0.0
H -1.436 0.767 -3.382 0.1 -0.1 0.0
H -3.247 2.101 -3.044 0.0 0.0 0.0
C 0.978 -3.498 -1.275 0.2 -0.2 -0.2
O 0.265 -2.828 -0.200 0.0 0.4 0.0
P 0.890 -1.709 0.692 -0.2 -0.5 0.5
O -0.190 -1.371 1.762 0.2 0.1 -0.2
C -0.808 -2.352 2.650 -0.1 -0.2 0.2
O 2.136 -2.419 1.328 -0.2 0.2 -0.3
C 3.256 -1.815 2.021 0.2 0.1 0.2
H 0.297 -4.246 -1.664 0.0 0.0 0.0
H 1.879 -3.975 -0.895 -0.1 0.0 0.1
H 1.230 -2.786 -2.060 -0.1 0.0 0.0
H -1.505 -1.791 3.262 0.0 0.0 0.0
H -0.052 -2.820 3.276 0.1 0.1 0.0
H -1.333 -3.103 2.066 0.0 0.1 -0.1
H 3.661 -2.589 2.666 -0.1 0.0 0.0
H 2.942 -0.965 2.626 -0.1 0.0 0.0
H 4.014 -1.515 1.301 -0.1 0.0 -0.1
F 3.060 1.855 -1.984 -0.1 0.0 -0.1
C 3.103 1.512 -0.706 0.9 0.3 -0.3
F 4.043 0.577 -0.515 0.0 0.0 0.0
H 3.289 2.383 -0.068 -0.3 -0.1 0.2
```
Positions in Å, forces in eV/Å.

For the gap between HOMO and LUMO (alpha / beta), the calculation gives 7.933 / 6.628 eV. The total charge is +2. As for the spin multiplicity: 5. For the HOMO energy (alpha / beta), the calculation gives -15.4 / -16.5 eV.

---

2 unconnected molecules or ions with the total composition C7H9BO3 in a non-equilibrium geometry. Source: OMol25; level of theory: ωB97M-V with the def2-TZVPD basis set.

Geometry as XYZ:
```
20
Properties=species:S:1:pos:R:3:forces:R:3
B 1.436 -0.344 2.024 -0.5 1.0 -1.3
C -1.679 -0.537 -2.143 2.2 1.4 2.6
C -1.925 -0.965 -0.806 2.8 3.8 -1.7
C -0.712 0.427 -2.374 1.3 0.7 -0.4
C -1.226 -0.222 0.153 0.1 0.5 1.2
C 0.103 1.015 -1.407 -2.3 -1.6 1.6
C -0.215 0.761 -0.092 -1.5 -1.6 -0.7
C 0.386 1.457 1.066 3.6 -5.9 -1.3
O 0.949 -0.788 3.162 -2.6 1.8 1.5
O 2.433 -1.084 1.478 1.0 0.6 -1.6
O 1.373 2.321 0.766 -2.3 3.6 1.5
H -2.138 -0.855 -2.990 -1.7 -1.4 -2.0
H -2.621 -1.700 -0.731 -1.9 -2.0 1.2
H -0.442 0.828 -3.340 -0.6 -0.5 -0.7
H -1.384 -0.217 1.243 -0.5 -1.1 -0.4
H 0.833 1.718 -1.533 1.7 1.7 -1.2
H -0.359 1.685 1.717 -1.4 1.5 2.3
H 1.293 -1.505 3.645 0.8 -1.4 0.6
H 2.828 -1.852 1.922 -0.5 0.5 0.0
H 2.115 1.928 0.426 2.5 -1.7 -1.2
```
Positions in Å, forces in eV/Å.

For the gap between HOMO and LUMO, the calculation gives 7.757 eV. The total charge is 0. For the HOMO energy, the calculation gives -7.7 eV.